[1]
Formula: C13H17N2
Source: the Open Molecules 2025 dataset
Level of theory: ωB97M-V/def2-TZVPD

- total charge = +1
- gap between HOMO and LUMO (alpha / beta) (hartree) = 0.270 / 0.270
- E_tot (a.u.) = -614.70577
- energy above the lowest of the compared OMol25 structures with the same formula, charge and spin (kcal/mol) = 121.3
- HOMO level (alpha / beta) (eV) = -10.412 / -10.413
- multiplicity = 1

Each line ends with the Mulliken charge.
Atoms and positions in Å:
C1 -1.075 2.155 -1.705  -0.86
C2 -0.433 3.002 -0.811  -1.12
C3 -0.989 0.782 -1.418  -0.45
C4 -0.196 0.300 -0.369  1.71
C5 0.550 1.105 0.415  0.08
C6 0.394 2.508 0.197  0.98
C7 -1.899 -2.727 -1.338  -0.53
C8 1.402 0.534 1.551  -0.69
C9 -1.778 -0.409 -1.946  -0.82
C10 0.900 -0.839 1.904  -0.84
C11 -0.364 -1.136 -0.372  -0.88
C12 1.135 3.359 1.111  -1.47
C13 1.136 -2.847 0.083  -0.95
N1 -1.353 -1.536 -1.186  0.13
N2 0.312 -1.834 0.787  0.17
H1 -1.823 2.443 -2.493  0.36
H2 -0.512 4.025 -0.950  0.51
H3 -1.774 -3.529 -0.666  0.30
H4 -2.842 -2.718 -1.874  0.29
H5 2.371 0.469 1.173  0.51
H6 1.561 1.123 2.524  0.37
H7 -2.836 -0.132 -1.693  0.37
H8 -1.740 -0.650 -2.963  0.53
H9 1.763 -1.548 2.323  0.30
H10 0.139 -0.737 2.650  0.35
H11 1.014 4.474 0.920  0.34
H12 0.987 3.200 2.174  0.32
H13 2.208 3.135 0.969  0.36
H14 0.635 -3.204 -0.778  0.34
H15 2.124 -2.723 -0.279  0.40
H16 1.404 -3.678 0.717  0.48
H17 -0.421 -2.366 1.346  0.44



[2]
Formula: C4H8INS
Source: the Open Molecules 2025 dataset
Level of theory: ωB97M-V/def2-TZVPD

- gap between HOMO and LUMO (alpha / beta) (hartree) = 0.285 / 0.264
- E_tot (a.u.) = -907.68222
- energy above the lowest of the compared OMol25 structures with the same formula, charge and spin (kcal/mol) = 92.3
- HOMO level (alpha / beta) (eV) = -8.515 / -7.266
- multiplicity = 1

Each line ends with the Mulliken charge.
Atoms and positions in Å:
C1 2.636 0.817 0.736  -0.16
C2 -0.007 0.416 -1.832  -1.11
C3 -0.465 -1.144 1.533  -0.87
C4 0.557 0.847 -0.493  0.12
N1 1.705 0.339 -0.075  -0.13
S1 3.778 -0.236 1.385  -0.34
I1 0.004 2.833 0.196  0.04
H1 2.513 1.829 1.171  0.14
H2 -0.950 0.794 -2.003  0.47
H3 -0.118 -0.717 -1.888  0.29
H4 0.746 0.719 -2.687  0.28
H5 -0.418 -1.201 0.402  0.24
H6 -1.282 -0.783 1.978  0.37
H7 0.330 -1.493 2.128  0.31
H8 1.975 -0.574 -0.460  0.33



[3]
Formula: C4H13NPS
Source: the Open Molecules 2025 dataset
Level of theory: ωB97M-V/def2-TZVPD

- total charge = +1
- gap between HOMO and LUMO (hartree) = 0.360
- E_tot (a.u.) = -954.19015
- energy above the lowest of the compared OMol25 structures with the same formula, charge and spin (kcal/mol) = 34.5
- HOMO level (eV) = -13.258
- multiplicity = 1
- SMILES = CC(C)(S)[C@@H]([NH3+])P

Each line ends with the Mulliken charge.
Atoms and positions in Å:
C1 0.490 0.235 1.476  -1.17
C2 0.591 0.148 -0.066  0.63
C3 0.589 1.577 -0.759  -1.57
S1 2.226 -0.661 -0.601  -0.07
C4 -0.550 -0.749 -0.617  -0.74
N1 -0.658 -2.196 0.198  -0.45
P1 -2.396 -0.113 -0.564  0.08
H1 1.457 0.100 1.858  0.44
H2 0.142 1.226 1.723  0.36
H3 -0.258 -0.573 1.721  0.27
H4 0.785 1.627 -1.816  0.40
H5 -0.300 2.169 -0.684  0.42
H6 1.353 2.103 -0.151  0.45
H7 2.919 -0.127 0.323  0.17
H8 -0.380 -1.011 -1.649  0.62
H9 -1.013 -2.929 -0.415  0.34
H10 0.328 -2.439 0.411  0.35
H11 -1.168 -2.221 1.096  0.38
H12 -2.752 -1.117 0.347  0.04
H13 -2.174 0.848 0.473  0.07



[4]
Formula: C6H18N2
Source: the Open Molecules 2025 dataset
Level of theory: ωB97M-V/def2-TZVPD

- gap between HOMO and LUMO (hartree) = 0.359
- E_tot (a.u.) = -348.86423
- energy above the lowest of the compared OMol25 structures with the same formula, charge and spin (kcal/mol) = 15.8
- HOMO level (eV) = -8.966
- multiplicity = 1
- SMILES = CCNC.CCNC

Each line ends with the Mulliken charge.
Atoms and positions in Å:
C1 -0.750 4.850 -5.334  -1.07
C2 -0.817 4.953 -3.813  -0.34
N1 0.116 5.928 -3.292  -0.37
C3 0.354 5.832 -1.840  -0.75
H1 -0.942 5.821 -5.820  0.29
H2 -1.558 4.152 -5.610  0.34
H3 0.206 4.450 -5.712  0.28
H4 -0.451 3.949 -3.526  0.27
H5 -1.886 5.014 -3.534  0.27
H6 -0.303 6.840 -3.511  0.24
H7 1.178 6.500 -1.538  0.27
H8 0.638 4.793 -1.602  0.29
H9 -0.543 6.094 -1.255  0.29
C4 2.614 -2.379 -3.049  -1.06
C5 1.098 -2.438 -3.392  -0.35
N2 0.257 -2.371 -2.184  -0.42
C6 -1.103 -2.349 -2.576  -0.87
H10 3.019 -3.243 -2.496  0.29
H11 2.768 -1.470 -2.442  0.27
H12 3.175 -2.271 -3.992  0.33
H13 0.868 -3.342 -3.988  0.35
H14 0.835 -1.554 -4.005  0.29
H15 0.411 -1.432 -1.796  0.26
H16 -1.697 -2.403 -1.648  0.29
H17 -1.287 -3.264 -3.165  0.32
H18 -1.445 -1.480 -3.163  0.31